# 1
{"formula": "C17H23N5O2", "method": "wB97M-V/def2-TZVPD", "elements": ["C", "N", "C", "O", "C", "C", "C", "C", "C", "C", "C", "C", "N", "C", "C", "O", "H", "H", "H", "H", "H", "H", "H", "H", "H", "H", "H", "H", "H", "H", "H", "H", "C", "N", "C", "N", "C", "C", "C", "N", "H", "H", "H", "H", "H", "H", "H"], "positions_angstrom": [[0.809, -4.301, -1.826], [1.034, -2.996, -1.209], [0.801, -2.713, 0.077], [0.413, -3.562, 0.875], [1.073, -1.285, 0.583], [0.025, -0.266, 0.111], [-1.421, -0.652, 0.347], [-1.942, -0.643, 1.654], [-3.290, -0.973, 1.878], [-4.120, -1.314, 0.796], [-3.603, -1.320, -0.511], [-2.255, -0.988, -0.737], [2.433, -0.764, 0.340], [3.026, -0.546, -0.836], [4.464, -0.086, -0.782], [2.476, -0.685, -1.920], [1.455, -5.045, -1.357], [1.028, -4.250, -2.894], [-0.231, -4.601, -1.684], [1.400, -2.244, -1.784], [0.954, -1.354, 1.665], [0.163, -0.057, -0.950], [0.205, 0.653, 0.655], [-1.307, -0.382, 2.487], [-3.687, -0.971, 2.883], [-5.155, -1.576, 0.969], [-4.240, -1.584, -1.343], [-1.862, -0.989, -1.743], [3.000, -0.615, 1.158], [4.775, 0.219, -1.780], [5.090, -0.909, -0.444], [4.557, 0.755, -0.098], [-2.945, 3.145, 0.836], [-1.628, 3.443, 1.416], [-0.485, 3.270, 0.708], [0.590, 3.159, 1.468], [1.750, 2.975, 0.844], [1.815, 2.877, -0.531], [0.635, 2.987, -1.238], [-0.520, 3.183, -0.612], [-3.140, 3.786, -0.030], [-3.731, 3.324, 1.576], [-2.998, 2.098, 0.519], [-1.477, 3.273, 2.401], [2.661, 2.891, 1.428], [2.755, 2.719, -1.044], [0.650, 2.912, -2.322]], "energy_ev": -29549.2352, "de_lowest_kcal_mol": 0.0, "lumo_energy_ha": 0.0201, "smiles": "CNC(=O)[C@H](Cc1ccccc1)NC(C)=O.CNc1ncccn1", "e_homo_ha": -0.317, "max_force_ev_per_a": 2.0, "orbital_gap_ev": 9.163}

# 2
{"formula": "CHIOS2", "method": "wB97M-V/def2-TZVPD", "elements": ["C", "O", "S", "S", "I", "H"], "positions_angstrom": [[0.560, 0.714, -0.068], [1.735, -1.934, 1.064], [1.545, 0.901, 1.329], [2.272, -0.773, 0.344], [0.932, 1.586, -1.927], [-0.113, -0.072, -0.022]], "multiplicity": 3, "energy_ev": -32867.7502, "de_lowest_kcal_mol": 34.2, "lumo_energy_ha": [-0.0012, -0.0904], "e_homo_ha": [-0.270, -0.367], "max_force_ev_per_a": 4.0, "orbital_gap_ev": [7.324, 7.529]}